70
Properties=species:S:1:pos:R:3:forces:R:3 method="wB97M-V/def2-TZVPD" homo_ev=-16.03 charge=+3 e_above_lowest_ev=0.678
Lu 2.573642 -11.763220 -11.455213 0.3713 -0.8855 -0.1906
C -0.400581 -10.896990 -9.428405 0.2437 -0.9481 -0.7664
C 1.092740 -11.025043 -9.392272 0.4099 1.3600 0.4478
C 1.899729 -9.901836 -9.754630 0.1160 -0.7245 0.1556
C 3.311793 -9.972248 -9.662289 -0.2763 0.4953 -1.0293
C 4.168945 -8.815414 -10.187435 0.3130 -0.6672 1.3735
C 3.934198 -11.149054 -9.225485 -0.7242 -1.2793 0.7259
C 3.154669 -12.277648 -8.767515 -0.9021 0.9764 -0.4136
C 3.677852 -13.539211 -8.135507 0.9175 -0.0572 0.3036
C 1.736204 -12.169409 -8.936377 0.6906 -0.9755 0.0515
H -0.689019 -10.041474 -8.863975 -0.3580 0.5560 0.6028
H -0.936829 -11.795104 -9.110270 0.2640 0.1748 0.2983
H -0.705298 -10.727772 -10.450856 -0.1563 0.2444 -0.3598
H 1.425385 -9.030491 -10.212873 0.1016 -0.0743 0.3015
H 5.237747 -9.074008 -10.176958 -0.3061 0.0749 0.3163
H 3.994221 -7.971079 -9.513815 0.2039 0.0722 -0.2620
H 3.962308 -8.535123 -11.194023 -0.6294 0.2459 -0.7315
H 5.019254 -11.160614 -9.251319 -0.0593 -0.2541 0.3135
H 4.219198 -13.325934 -7.194447 -0.2202 0.2015 -0.4244
H 4.420440 -14.011736 -8.780116 0.0541 -0.0589 -0.0642
H 2.933196 -14.297953 -7.859126 -0.1101 0.5168 -0.3914
H 1.127980 -13.071028 -8.760288 0.3077 0.5484 0.2684
N 0.111838 -8.145901 -12.544154 -1.0382 -1.3715 0.4008
C 0.714651 -8.905571 -13.664455 -0.4111 1.1327 -1.1218
C 1.555797 -7.894705 -14.505713 0.0220 0.9498 1.3097
C 1.970113 -8.209182 -15.953916 -1.9168 -0.6155 -0.3649
C 1.029161 -7.597146 -17.067706 1.1579 0.3016 -0.2219
N 1.647854 -7.540547 -18.440300 0.1215 -0.3797 -0.4162
C 2.318885 -6.533741 -19.018802 -1.0366 -0.3181 -0.2831
N 2.555393 -6.508804 -20.349414 1.1691 1.4577 1.2019
N 2.721246 -5.481239 -18.304724 -0.9705 0.2119 2.0744
C 1.443598 -10.043863 -12.990513 -0.5683 0.4551 0.4773
O 0.739069 -10.894716 -12.311229 0.9447 0.4581 -1.1661
O 2.709811 -10.065773 -12.948360 -0.0704 -0.8561 0.2598
H -0.752463 -8.667530 -12.289780 0.8399 0.6969 0.1004
H -0.199602 -7.213601 -12.800167 0.2062 -0.1612 -0.2297
H -0.060520 -9.342349 -14.318446 0.1702 -0.0355 0.1368
H 2.464165 -7.617878 -13.889849 -0.9013 -0.3799 -0.7301
H 0.917100 -6.966246 -14.474746 0.6674 -0.7407 -0.2782
H 1.980516 -9.307298 -16.104312 0.2697 0.5414 -0.0455
H 2.935427 -7.817886 -16.098120 1.3369 0.3001 -0.3219
H 0.676212 -6.582646 -16.857622 0.2121 -0.0867 0.3164
H 0.138797 -8.182261 -17.180291 -0.4586 -0.3687 -0.0903
H 1.443857 -8.290727 -19.099910 -0.0978 0.1376 0.5955
H 2.290443 -7.193402 -21.020033 -0.2183 -0.5957 -0.1391
H 3.187427 -5.755963 -20.672214 -0.7147 -0.9323 0.0442
H 2.249587 -5.208567 -17.405774 0.7837 -0.9267 -1.3008
H 2.959561 -4.669668 -18.809335 0.4863 0.9508 -0.6829
N 3.587586 -15.268831 -11.864445 0.3275 -1.3628 -0.3933
C 2.202024 -15.151368 -11.852172 1.1713 0.8360 0.3292
C 1.454923 -16.327252 -11.828577 0.0051 0.9428 0.4103
C 0.095404 -16.237308 -11.687153 -0.3204 -0.5690 0.4795
C -0.524057 -14.991828 -11.639956 1.1910 1.4062 -0.1824
C 0.311605 -13.883706 -11.684351 -0.5725 -0.8690 -0.5489
N 1.677801 -13.930714 -11.762160 -1.2332 0.4702 -0.0800
C 4.667110 -14.409430 -11.995544 -0.1511 -0.2697 1.0680
C 5.952116 -14.974050 -12.127291 -0.0511 -0.3370 -0.2954
C 7.031754 -14.152284 -12.370976 -0.7707 -0.3517 0.2845
C 6.841032 -12.773385 -12.313518 -0.7845 1.4520 0.1522
C 5.577899 -12.277926 -11.998095 0.0976 -0.9759 -0.2493
N 4.496487 -13.099394 -11.825162 0.0294 0.7244 -0.6565
H 3.862021 -16.244621 -11.980734 0.0214 0.4624 0.0802
H 2.015905 -17.225351 -11.733917 -0.0393 -0.8645 -0.2368
H -0.462880 -17.139898 -11.504945 -0.2272 -0.1926 -0.2835
H -1.575179 -14.753940 -11.587386 -0.1462 -0.6351 0.0635
H -0.188581 -12.934471 -11.774515 0.3307 0.4717 0.2863
H 6.102507 -16.060151 -12.051314 -0.2485 0.5261 -0.2806
H 7.971954 -14.628533 -12.592268 0.3315 0.2562 0.0824
H 7.623185 -12.045779 -12.490118 0.1313 -0.2522 -0.0010
H 5.313109 -11.215636 -11.906092 0.6715 -0.2364 -0.0789

---

34
Properties=species:S:1:pos:R:3:forces:R:3 method="wB97M-V/def2-TZVPD" homo_ev=-9.37 charge=0 smiles="C=C(C(C)(C)C)[P@](C)(=O)c1ccccc1" e_above_lowest_ev=0.969
C -4.172067 -1.118515 -0.377492 0.3976 -0.2143 0.2806
C -3.915257 -0.410073 0.813544 0.2827 0.5685 -0.9714
C -3.154705 -1.276154 -1.354348 0.0943 -0.2698 1.1070
C -2.706866 0.336987 0.924695 -1.0506 -1.9311 1.0912
C -1.952647 -0.673153 -1.114207 -0.0314 1.5999 1.9196
C -1.705309 0.159339 0.033470 0.4972 0.1720 -1.7853
C 1.813634 0.815732 -1.568240 -3.3650 4.1479 -2.2370
C 1.365585 0.362206 -0.453049 -2.5922 1.7815 1.9186
C 1.099365 -1.312075 1.238345 -2.2938 2.2280 -3.6909
C 3.015828 -1.498629 -0.312251 3.4295 1.8643 0.0705
C 2.944812 0.378087 1.421577 -0.0450 0.4295 0.6567
C -0.784936 2.624330 -0.868958 -0.4259 -3.9211 -1.0762
C 2.149662 -0.513937 0.425080 -0.4017 -0.6684 2.4210
O -0.013424 1.924932 1.600875 -0.3000 -0.0456 1.2004
P -0.269523 1.335737 0.283849 1.2893 -1.8772 -2.4842
H -5.092053 -1.656980 -0.580431 -0.1029 0.1420 0.4900
H -4.592224 -0.355838 1.670887 -0.1121 -0.1694 -0.6256
H -3.147294 -2.019555 -2.167240 -0.7321 0.6486 0.3083
H -2.409961 0.777683 1.855767 -0.4490 0.6819 0.4405
H -1.185742 -0.814607 -1.786183 1.7603 -0.3304 -1.4254
H 1.170595 1.741208 -2.025435 2.2123 -2.5812 0.4115
H 2.669887 0.415324 -1.970879 1.7843 -0.2513 -1.4377
H 1.481982 -1.758661 2.078882 0.5182 -0.7138 2.3645
H 0.759712 -2.100474 0.529372 -0.2211 0.3233 0.6751
H 0.215874 -0.522376 1.288938 1.7140 -2.5602 1.3452
H 3.525201 -0.954163 -1.205022 -0.3501 -1.4005 1.6488
H 2.460903 -2.294099 -0.652463 -1.4224 -1.6876 -1.2192
H 3.783358 -1.987941 0.384925 -0.7677 1.0276 -0.9794
H 3.229443 -0.199559 2.311728 0.7383 -0.4173 -0.5984
H 3.797095 0.944117 0.967359 -0.6387 -0.6634 0.3505
H 2.308180 1.088469 1.974724 -0.1903 0.1749 -0.9448
H -0.864710 2.258009 -1.884628 -0.2690 -0.3582 -0.2432
H -1.715798 2.960208 -0.576675 -1.9520 0.7670 0.8168
H -0.108594 3.344420 -0.906508 2.9949 3.5039 0.2020

---

13
Properties=species:S:1:pos:R:3:forces:R:3 method="wB97M-V/def2-TZVPD" homo_ev="-9.05 / -9.05" charge=0 e_above_lowest_ev=8.866
C -0.883297 -1.166820 -0.325895 -0.0595 0.0140 -0.4637
C 0.331699 -0.451293 0.192006 -1.5025 -0.0564 2.1296
C 1.348957 0.458726 -1.165600 0.1612 2.1967 -0.2563
O -0.223707 1.247273 0.487774 0.8699 -0.3455 -0.4844
O -1.559505 1.515148 0.845635 -0.0679 -0.3423 -0.0778
N 1.150141 1.637543 -1.086329 0.0971 -1.4984 -0.2071
N 1.039039 -0.927049 1.117894 0.3402 0.3040 -1.1253
H -1.466343 2.156063 1.566851 0.1579 -0.2849 0.0400
H 1.787378 -0.309015 1.419484 -0.1942 0.1413 0.3105
H 2.088824 -0.073736 -1.749287 -0.2973 -0.4700 0.2234
H -0.603317 -2.125815 -0.764114 0.1141 0.1409 -0.1424
H -1.446136 -0.560916 -1.031360 0.1550 -0.0141 -0.1459
H -1.563732 -1.400109 0.492941 0.2260 0.2147 0.1993

---

21
Properties=species:S:1:pos:R:3:forces:R:3 method="wB97M-V/def2-TZVPD" homo_ev=-9.59 charge=0 smiles=CC(C)[C@@](Cl)(Br)n1cccn1 e_above_lowest_ev=0.134
C -0.824095 -3.121661 -0.964300 -0.0704 -1.5397 0.1264
C -0.533675 -3.341443 0.412361 -0.6105 0.8001 -0.8827
C -1.408762 -1.873284 -1.022258 1.8668 -1.1397 0.7126
C 0.865066 0.216436 1.291993 -0.3509 -0.5843 -3.9675
C -0.172203 2.289037 0.170415 1.3495 0.7721 -0.5700
C -0.114508 0.772697 0.175187 -1.5765 -1.6568 0.7643
C -1.545599 -0.001666 0.536057 1.6972 1.7252 -1.4494
N -0.829998 -2.290212 1.139739 -0.7017 0.6139 0.1689
N -1.371301 -1.405775 0.262384 -0.3802 0.0491 -0.3186
Cl -1.972132 0.370473 2.167491 -0.6789 -0.2545 0.3843
Br -2.976175 0.703306 -0.744036 0.4511 -0.2718 0.8403
H -0.659132 -3.958281 -1.677224 -0.3205 1.3279 0.1495
H -0.184290 -4.230343 0.877756 0.3568 -0.4271 0.2649
H -1.506369 -1.191541 -1.827421 -0.6753 0.0969 -0.5514
H 1.034730 -0.868664 1.215344 -0.6169 0.4576 0.4821
H 0.485736 0.597090 2.184163 0.1498 0.3268 1.6764
H 1.770597 0.610108 0.919575 1.4880 0.8979 0.5164
H -1.089638 2.644256 -0.357333 1.1780 0.0050 -0.0633
H -0.235732 2.684943 1.163203 -0.2337 0.0855 0.8563
H 0.882351 2.742084 -0.182154 -2.5795 -1.0305 0.1606
H 0.076788 0.457076 -0.870081 0.2579 -0.2538 0.6999

---

44
Properties=species:S:1:pos:R:3:forces:R:3 method="wB97M-V/def2-TZVPD" spin_multiplicity=6 homo_ev="-19.38 / -19.38" charge=+4 s_squared=9.820
I 4.048366 -1.411861 -1.757949 0.4379 1.7529 0.2010
I 4.064600 1.306963 -1.750596 0.4591 -1.7938 0.0297
Tl -0.172435 1.460364 -0.945274 2.8494 -3.9892 -1.6897
Dy 0.033913 -1.375888 -0.876595 2.6398 0.0650 0.8368
S 0.666665 -0.018134 -2.822847 1.2322 0.5679 0.0404
C -1.292352 -2.825165 -2.272886 -3.7080 -4.6271 -4.1628
C -0.830681 -2.841518 0.531543 -3.6958 -6.9644 7.2088
C -0.257271 -0.055808 -4.364575 -0.5808 1.1506 -0.7506
C 0.274574 1.203874 -5.021854 -0.0399 0.0867 -1.0885
C -1.769717 -0.056732 -4.232257 -0.1947 -0.2207 -0.1121
C 0.276587 -1.314482 -5.024289 0.4514 -0.4009 0.2781
C -0.784211 2.658971 0.503714 -2.8254 7.2726 8.3404
C -1.256519 2.667426 -2.263700 -5.6961 7.2176 -6.4734
O -1.155369 -3.581686 1.365086 1.6529 3.6747 -4.1169
O -1.871887 -3.559234 -2.950008 2.4578 3.1154 2.9610
O -1.136381 3.432365 1.287543 1.5911 -3.8006 -4.0762
O -1.851527 3.416208 -2.921843 3.0399 -3.8803 3.3575
H -0.100112 1.212807 -6.048351 0.1036 0.3244 -0.0305
H 1.372014 1.197801 -5.046963 -0.2838 0.0613 -0.1441
H -0.059935 2.116504 -4.518147 0.0054 -0.0999 -0.1548
H -2.169332 -0.059244 -5.264838 -0.0260 0.0506 0.5326
H -2.152562 0.836141 -3.718474 -0.0051 -0.2397 -0.2541
H -2.150432 -0.956341 -3.724083 0.0486 0.3434 -0.2473
H -0.100573 -1.327359 -6.050417 0.0731 -0.0291 -0.0263
H -0.057221 -2.228593 -4.517680 0.0151 0.1810 -0.2395
H 1.374778 -1.310730 -5.046087 -0.2091 -0.0670 -0.2488
O 2.430962 -1.432116 1.712165 -2.2675 2.3129 -2.1835
C 1.565301 -0.533707 1.586459 2.0170 -2.2261 4.7452
O 1.193971 -0.037093 0.416974 -0.2619 0.6831 -0.4718
C 0.913331 -0.114268 2.963084 -0.5040 0.0783 -0.5007
C -0.131761 0.801352 3.186075 -0.3717 0.2976 1.0752
C -0.639509 1.049373 4.507682 0.5725 -0.2667 -1.3816
C -0.148056 0.371579 5.613907 0.4938 -0.4547 -0.2651
C 0.856877 -0.574956 5.397987 0.0540 0.3319 -1.8509
C 1.373727 -0.811169 4.082040 0.1130 -0.3367 2.0695
N 1.387038 -1.343649 6.562371 0.5531 -0.9133 2.0573
O 0.910704 -1.047588 7.687093 1.2969 -0.7894 -3.2368
O 2.251869 -2.208506 6.316680 -1.9983 2.0037 0.4468
N -1.718657 2.066497 4.744611 -0.9244 0.5882 1.9829
O -2.182280 2.653251 3.749285 0.7786 -0.8923 1.3175
O -2.058526 2.232535 5.942841 0.8913 -0.3311 -3.9823
H -0.576421 1.350722 2.367833 -0.0988 -0.0231 0.1688
H -0.526333 0.552834 6.610096 -0.0470 0.0536 0.0665
H 2.154775 -1.561755 4.004636 -0.0887 0.1325 -0.0281